Record 1
# C3H4N2O2

An isolated molecule of C3H4N2O2 (ωB97M-V with the def2-TZVPD basis set, OMol25).

XYZ file:
```
11
C3H4N2O2 (ωB97M-V with the def2-TZVPD basis set)
O -0.6464 -1.0343 0.2424
O 1.5445 -1.6844 0.2737
N -2.2873 0.7692 -0.2136
N 1.5540 1.6111 -0.3601
C 0.6276 -0.7322 0.0481
C -1.3168 0.3832 0.4541
C 0.8934 0.6087 -0.0559
H 2.0770 1.5466 -1.2395
H 1.0861 -2.5059 0.5072
H -2.4383 0.3507 -1.1248
H -1.0939 0.6873 1.4684
```

Its largest force on an atom is 3.1 eV/A. The net charge is 0. The calculation puts the total energy at -10246.9622 eV. The HOMO-LUMO gap is 7.670 eV. The calculation puts the molar mass at 100.1 g mol⁻¹. The value obtained for the energy relative to the best compared isomer or geometry (same formula, charge and spin) is 122.29 kcal per mole. The LUMO energy comes out at -0.07 eV.

Computed Mulliken charges, given in elementary charges: -0.43 -0.46 -0.53 -0.53 0.45 0.06 0.13 0.24 0.34 0.28 0.45



Record 2
# H3OPS2

An isolated molecule of H3OPS2 (ωB97M-V with the def2-TZVPD basis set, OMol25).

XYZ file:
```
7
H3OPS2 (ωB97M-V with the def2-TZVPD basis set)
S -1.6714 -1.0141 -1.6120
S 1.5790 1.0509 0.9289
P 0.1630 -0.2684 -0.0833
O -0.4408 0.3492 -1.3351
H 0.9081 -1.3565 -0.1540
H -0.8742 -0.3361 0.8381
H 0.3362 1.5750 1.4174
```

Its largest force on an atom is 3.0 eV/A. The net charge is 0. The calculation puts the total energy at -33053.4317 eV. The HOMO-LUMO gap is 8.305 eV. The calculation puts the molar mass at 114.1 g mol⁻¹. The value obtained for the energy relative to the best compared isomer or geometry (same formula, charge and spin) is 75.82 kcal per mole. The LUMO energy comes out at -0.06 eV.

Computed Mulliken charges, given in elementary charges: -0.34 -0.26 0.40 -0.28 0.13 0.14 0.20